[1]
The following is a DFT calculation (wB97M-V/def2-TZVPD) of a cluster of 3 separate species, C3H12N2O3 in total in a non-equilibrium geometry.

As for the relative energy (zero: lowest compared OMol25 entry of this formula, charge and spin): 29.5 kcal per mole. Its total energy is -12426.63979 eV. Its multiplicity is 2. The net charge is -1.

Bonds (Å) are listed after each position.
Geometry (Å):
1 C -0.81 -0.48 -0.26  C2 1.472, N6 1.480, H7 1.107, H8 1.123
2 C -1.48 0.27 0.82  C1 1.472, C3 1.644, H9 1.170, H10 1.066
3 C -1.06 1.82 1.12  C2 1.644, N4 1.302, O5 1.172
4 N 0.18 2.22 1.12  C3 1.302, H11 1.005, H12 1.013
5 O -2.01 2.43 1.44  C3 1.172
6 N -1.45 -1.78 -0.54  C1 1.480, H13 1.042, H14 0.964
7 H 0.29 -0.54 -0.18  C1 1.107
8 H -0.96 0.03 -1.25  C1 1.123
9 H -1.03 -0.30 1.74  C2 1.170
10 H -2.51 0.18 1.10  C2 1.066
11 H 0.54 3.09 1.45  N4 1.005
12 H 0.90 1.57 0.80  N4 1.013
13 H -2.42 -1.68 -0.93  N6 1.042
14 H -1.53 -2.37 0.22  N6 0.964
15 H 1.38 -2.52 -1.54  O17 0.946
16 H 1.42 -1.60 -0.32  O17 0.952
17 O 1.96 -2.14 -0.89  H15 0.946, H16 0.952
18 H 3.22 -0.03 -1.36  O20 0.944
19 H 2.90 1.32 -1.37  O20 0.951
20 O 2.47 0.50 -1.15  H18 0.944, H19 0.951


[2]
The following is a DFT calculation (wB97M-V/def2-TZVPD) of a cluster of 3 separate species, C3H12N2O3 in total in a non-equilibrium geometry.

As for the relative energy (zero: lowest compared OMol25 entry of this formula, charge and spin): 29.1 kcal per mole. Its total energy is -12428.08623 eV. As for the structure (SMILES): CCNC(N)=O.O.O.

Bonds (Å) are listed after each position.
Geometry (Å):
1 C -1.04 1.11 0.02  N2 1.479, C6 1.519, H7 1.053, H8 1.140
2 N -0.79 0.94 -1.43  C1 1.479, C3 1.429, H9 1.061
3 C 0.31 0.09 -1.74  N2 1.429, N4 1.339, O5 1.225
4 N -0.06 -1.19 -1.90  C3 1.339, H10 0.976, H11 0.999
5 O 1.44 0.50 -2.00  C3 1.225
6 C -0.15 2.02 0.86  C1 1.519, H12 1.049, H13 1.131, H14 1.089
7 H -1.03 0.22 0.57  C1 1.053
8 H -2.06 1.63 0.00  C1 1.140
9 H -0.53 1.89 -1.82  N2 1.061
10 H 0.48 -1.74 -2.50  N4 0.976
11 H -0.99 -1.53 -1.77  N4 0.999
12 H -0.34 3.04 1.02  C6 1.049
13 H 0.94 2.00 0.56  C6 1.131
14 H -0.28 1.64 1.87  C6 1.089
15 H -2.03 -1.70 2.53  O17 1.007
16 H -0.59 -2.16 2.33  O17 0.990
17 O -1.51 -2.50 2.21  H15 1.007, H16 0.990
18 H 2.48 0.00 2.72  O20 0.925
19 H 1.57 -0.42 1.55  O20 0.953
20 O 1.78 -0.55 2.47  H18 0.925, H19 0.953


[3]
The following is a DFT calculation (wB97M-V/def2-TZVPD) of a cluster of 3 separate species, C3H12N2O3 in total in a non-equilibrium geometry.

As for the relative energy (zero: lowest compared OMol25 entry of this formula, charge and spin): 159.5 kcal per mole. Its total energy is -12422.43292 eV.

Bonds (Å) are listed after each position.
Geometry (Å):
1 N -0.21 1.00 1.19  C2 1.413, H7 1.050, H8 1.017
2 C 0.96 0.65 0.49  N1 1.413, C3 1.537, C4 1.606, H9 1.102
3 C 2.04 0.00 1.37  C2 1.537, H10 1.107, H11 1.119, H12 1.098
4 C 0.86 -0.20 -0.88  C2 1.606, N5 1.455, O6 1.284, H18 1.129
5 N 0.09 -1.42 -0.71  C4 1.455, H13 1.011, H14 1.012
6 O 2.06 -0.43 -1.25  C4 1.284
7 H -0.97 1.37 0.56  N1 1.050
8 H -0.56 0.21 1.72  N1 1.017
9 H 1.33 1.62 0.12  C2 1.102
10 H 1.77 -1.07 1.52  C3 1.107
11 H 3.06 0.20 0.97  C3 1.119
12 H 2.12 0.54 2.32  C3 1.098
13 H -0.29 -1.84 -1.55  N5 1.011
14 H 0.61 -2.14 -0.23  N5 1.012
15 H -2.12 -1.27 -0.07  O17 0.958
16 H -2.76 0.08 0.05  O17 1.001
17 O -2.84 -0.85 0.39  H15 0.958, H16 1.001
18 H 0.25 0.46 -1.56  C4 1.129
19 H -2.10 1.59 -1.55  O20 0.962
20 O -2.02 1.41 -0.61  H19 0.962


[4]
The following is a DFT calculation (wB97M-V/def2-TZVPD) of a cluster of 2 separate species, C3H12N2S in total in a non-equilibrium geometry.

As for the relative energy (zero: lowest compared OMol25 entry of this formula, charge and spin): 12.0 kcal per mole. Its total energy is -17120.32610 eV. As for the structure (SMILES): CSC.NCN.

Bonds (Å) are listed after each position.
Geometry (Å):
1 C 5.41 0.01 -1.55  S2 1.806, H4 1.087, H5 1.091, H6 1.092
2 S 4.08 0.87 -0.70  C1 1.806, C3 1.819
3 C 4.39 2.50 -1.44  S2 1.819, H7 1.085, H8 1.097, H9 1.092
4 H 6.39 0.31 -1.17  C1 1.087
5 H 5.25 -1.07 -1.44  C1 1.091
6 H 5.40 0.15 -2.63  C1 1.092
7 H 5.27 3.05 -1.15  C3 1.085
8 H 3.50 3.10 -1.19  C3 1.097
9 H 4.29 2.45 -2.53  C3 1.092
10 N -6.00 -0.44 0.61  C11 1.442, H13 1.014, H14 1.014
11 C -6.13 -1.12 1.88  N10 1.442, N12 1.504, H15 1.089, H16 1.094
12 N -5.52 -2.49 1.79  C11 1.504, H17 1.008, H18 1.008
13 H -6.87 -0.17 0.17  N10 1.014
14 H -5.58 -1.08 -0.05  N10 1.014
15 H -7.11 -1.22 2.34  C11 1.089
16 H -5.51 -0.60 2.62  C11 1.094
17 H -6.11 -3.18 2.23  N12 1.008
18 H -4.63 -2.42 2.26  N12 1.008


[5]
The following is a DFT calculation (wB97M-V/def2-TZVPD) of a cluster of 2 separate species, C3H12N3 in total.

As for the relative energy (zero: lowest compared OMol25 entry of this formula, charge and spin): 35.9 kcal per mole. Its total energy is -7769.07164 eV. The net charge is +1.

Bonds (Å) are listed after each position.
Geometry (Å):
1 C 0.89 1.81 0.46  C2 1.310, N3 1.458, H4 1.079
2 C 1.99 2.05 1.13  C1 1.310, H5 1.077, H6 1.084
3 N -0.35 1.33 1.08  C1 1.458, H7 1.017, H8 1.017, H9 1.216
4 H 0.81 1.92 -0.61  C1 1.079
5 H 2.85 2.38 0.57  C2 1.077
6 H 2.08 1.95 2.20  C2 1.084
7 H -0.19 1.05 2.04  N3 1.017
8 H -1.05 2.06 1.06  N3 1.017
9 H -0.80 0.37 0.48  N3 1.216
10 N -1.33 -0.76 -0.19  C11 1.495, H13 1.015, H14 1.018
11 C -0.21 -1.38 -0.94  N10 1.495, N12 1.430, H15 1.091, H16 1.090
12 N -0.45 -2.65 -1.55  C11 1.430, H17 1.011, H18 1.015
13 H -2.10 -0.55 -0.82  N10 1.015
14 H -1.70 -1.44 0.48  N10 1.018
15 H 0.09 -0.67 -1.72  C11 1.091
16 H 0.63 -1.48 -0.26  C11 1.090
17 H -0.56 -3.39 -0.87  N12 1.011
18 H -1.26 -2.66 -2.15  N12 1.015


[6]
The following is a DFT calculation (wB97M-V/def2-TZVPD) of a cluster of 2 separate species, C3H12N3O in total in a non-equilibrium geometry.

As for the relative energy (zero: lowest compared OMol25 entry of this formula, charge and spin): 16.5 kcal per mole. Its total energy is -9822.74730 eV. The net charge is -1.

Bonds (Å) are listed after each position.
Geometry (Å):
1 N -2.32 -1.99 0.15  C2 1.576, H4 1.020, H5 1.022
2 C -2.21 -0.71 1.07  N1 1.576, O3 1.364, H6 1.100, H7 1.096
3 O -1.02 -0.05 1.01  C2 1.364
4 H -1.50 -2.57 0.29  N1 1.020
5 H -3.10 -2.55 0.50  N1 1.022
6 H -3.05 -0.08 0.74  C2 1.100
7 H -2.42 -1.05 2.09  C2 1.096
8 C 1.33 1.02 0.24  C9 1.571, N11 1.476, H12 1.065, H13 1.088
9 C 1.32 0.21 -1.11  C8 1.571, N10 1.459, H14 1.108, H15 1.129
10 N 0.01 -0.34 -1.43  C9 1.459, H16 1.028, H17 1.031
11 N 2.70 1.54 0.38  C8 1.476, H18 1.021, H19 1.019
12 H 0.61 1.80 0.17  C8 1.065
13 H 1.06 0.36 1.06  C8 1.088
14 H 1.67 0.88 -1.92  C9 1.108
15 H 2.06 -0.65 -1.05  C9 1.129
16 H -0.58 -0.29 -0.60  N10 1.028
17 H -0.45 0.20 -2.18  N10 1.031
18 H 3.06 1.99 -0.46  N11 1.021
19 H 2.84 2.28 1.07  N11 1.019


[7]
The following is a DFT calculation (wB97M-V/def2-TZVPD) of a cluster of 2 separate species, C3H12N3O in total in a non-equilibrium geometry.

As for the relative energy (zero: lowest compared OMol25 entry of this formula, charge and spin): 64.9 kcal per mole. Its total energy is -9815.99824 eV. The net charge is +1.

Bonds (Å) are listed after each position.
Geometry (Å):
1 C 0.38 1.44 1.13  C2 1.347, N4 1.477, H5 1.094
2 C -0.48 1.78 0.15  C1 1.347, N3 1.344, H6 1.132
3 N -1.44 1.03 -0.43  C2 1.344, H7 1.010, H8 1.028
4 N 1.27 2.50 1.63  C1 1.477, H9 1.044, H10 1.023, H11 1.028
5 H 0.48 0.49 1.67  C1 1.094
6 H -0.36 2.81 -0.30  C2 1.132
7 H -1.82 1.27 -1.33  N3 1.010
8 H -1.24 0.02 -0.38  N3 1.028
9 H 2.23 2.10 1.76  N4 1.044
10 H 0.96 2.81 2.55  N4 1.023
11 H 1.34 3.28 0.96  N4 1.028
12 N -0.82 -3.13 -1.55  C13 1.439, H15 1.048, H16 1.003
13 C 0.13 -2.10 -1.22  N12 1.439, O14 1.435, H17 1.102, H18 1.102
14 O -0.02 -1.59 0.11  C13 1.435, H19 0.973
15 H -0.57 -4.03 -1.07  N12 1.048
16 H -1.72 -2.87 -1.17  N12 1.003
17 H 1.15 -2.53 -1.30  C13 1.102
18 H -0.09 -1.29 -1.93  C13 1.102
19 H 0.62 -1.99 0.73  O14 0.973